(1)
Molecular formula: C3H5NS
Method: DFT, the ωB97M-V functional and the def2-TZVPD basis

Atoms and positions in Å:
C -0.1318 0.4040 -0.9801
C -0.5164 -0.3072 -1.9891
C 0.2327 0.2629 1.4300
N 0.4000 -0.1795 0.0677
S 0.2280 -1.9297 -0.2043
H -0.2743 1.4813 -0.7067
H -0.4820 -0.7852 -2.9146
H 1.0160 1.0211 1.6350
H -0.7629 0.6278 1.5756
H 0.2909 -0.5954 2.0865

Atoms 1-6, force components in eV/Å:
0.3 4.0 2.2
-0.1 -3.3 0.9
0.7 0.6 -0.2
0.5 -2.7 1.2
-0.6 1.7 -2.0
-0.1 -0.4 -1.5

Values from the calculation:
E   -570.074592 Eh
Frontier orbital gap (alpha / beta)   6.97 / 6.96 eV
Spin multiplicity   1
Relative energy (zero: lowest compared OMol25 entry of this formula, charge and spin)   4.3526 eV
LUMO level (alpha / beta)   -1.1 / -1.1 eV


(2)
Molecular formula: CH2CuLiO3
Method: DFT, the ωB97M-V functional and the def2-TZVPD basis

Atoms and positions in Å:
O -1.5686 1.3029 -0.2220
C 0.4341 -0.7757 -0.4105
O 1.4704 -1.0316 -1.0448
O 0.4266 -0.3317 0.7872
H -1.4964 2.1309 -0.6954
Cu 2.5843 -0.2865 0.7476
Li -1.2232 0.4296 1.3399
H -0.6272 -1.4379 -0.5019

Atoms 1-6, force components in eV/Å:
0.1 -0.4 0.9
-2.4 -4.0 1.4
-0.4 1.0 0.1
1.3 0.7 0.6
-0.2 -0.1 0.1
-0.9 -0.1 -0.6

Values from the calculation:
E   -1913.006165 Eh
Frontier orbital gap   5.97 eV
Spin multiplicity   1
LUMO level   -1.6 eV